Molecular formula: C34H51MnN4OP2
Method: DFT, ωB97M-V with the def2-TZVPD basis set

ORCA input file:
```
! RIJCOSX wB97M-V def2-TZVPD def2/J DEFGRID3
* xyz 3 4
C 1.39 1.02 -2.16
C -0.88 0.59 -2.41
C 1.60 1.03 -3.53
C -0.76 0.82 -3.81
C 0.48 1.02 -4.37
H 2.63 1.05 -3.88
H -1.66 0.74 -4.43
H 0.63 1.15 -5.45
N 0.15 1.04 -1.60
P 2.09 1.76 0.35
P -2.49 -0.68 -0.33
C 2.57 0.93 -1.21
H 2.80 -0.13 -1.01
H 3.47 1.37 -1.66
C -1.90 -0.26 -1.93
H -2.70 -0.39 -2.68
C -2.99 -2.53 -0.80
C -4.06 0.31 0.33
C 3.34 1.07 1.59
C 2.36 3.57 -0.19
C -2.49 -3.35 0.39
H -2.93 -3.01 1.35
H -2.77 -4.40 0.24
H -1.40 -3.29 0.47
C -4.50 -2.71 -1.03
H -5.12 -2.46 -0.16
H -4.85 -2.15 -1.91
H -4.68 -3.78 -1.25
C -2.30 -3.03 -2.08
H -2.31 -4.13 -2.07
H -2.79 -2.69 -3.00
H -1.25 -2.72 -2.11
C -4.60 -0.47 1.54
H -3.83 -0.52 2.33
H -5.46 0.07 1.96
H -4.92 -1.49 1.32
C -3.65 1.69 0.84
H -2.97 1.63 1.69
H -3.19 2.31 0.06
H -4.55 2.22 1.18
C -5.06 0.51 -0.81
H -5.50 -0.42 -1.18
H -5.89 1.13 -0.44
H -4.59 1.04 -1.65
C 2.31 4.43 1.08
H 2.36 5.49 0.77
H 1.37 4.29 1.63
H 3.16 4.24 1.75
C 1.23 4.01 -1.14
H 1.24 3.46 -2.08
H 0.24 3.91 -0.68
H 1.39 5.07 -1.37
C 3.68 3.79 -0.95
H 3.78 4.88 -1.10
H 4.56 3.44 -0.40
H 3.66 3.33 -1.94
C 3.26 -0.47 1.59
H 3.65 -0.91 0.66
H 3.88 -0.85 2.42
H 2.23 -0.82 1.73
C 2.94 1.57 2.98
H 1.96 1.17 3.28
H 3.69 1.21 3.71
H 2.90 2.66 3.05
C 4.77 1.51 1.24
H 5.05 1.23 0.21
H 4.91 2.59 1.38
H 5.46 1.00 1.92
Mn -0.09 0.84 0.49
C -0.58 2.51 0.96
O -0.99 3.54 1.40
N 0.20 -0.96 0.08
C 0.14 -1.81 -0.79
C 0.94 -3.02 -0.98
C 1.54 -3.58 0.16
C 1.13 -3.65 -2.23
C 2.24 -4.79 0.09
H 1.45 -3.06 1.12
C 1.82 -4.86 -2.31
H 0.73 -3.18 -3.13
C 2.37 -5.43 -1.15
H 2.68 -5.21 1.00
H 1.93 -5.38 -3.27
H 2.91 -6.38 -1.20
N -0.91 1.22 3.32
C -1.04 0.60 4.51
C -0.65 -0.71 4.32
C -0.32 -0.84 2.97
N -0.46 0.38 2.35
H -1.14 2.20 3.18
H -1.39 1.13 5.39
H -0.61 -1.50 5.05
H -0.03 -1.74 2.43
*
```

Summary:
Kohn-Sham gap (spin up / spin down) in eV: 7.23 / 5.69
Energy above the lowest of the compared OMol25 structures with the same formula, charge and spin in eV: 3.6931
HOMO (spin up / spin down) in eV: -16.80 / -17.24
Lowest unoccupied orbital energy (spin up / spin down) in eV: -9.56 / -11.55

Results of the Löwdin charge analysis, in e, for atoms 1 through 6: atom 1 (C): -0.310, atom 2 (C): -0.283, atom 3 (C): 0.034, atom 4 (C): 0.042, atom 5 (C): 0.014, atom 6 (H): 0.145

Molecular formula: C34H51N5O7
Method: DFT, ωB97M-V with the def2-TZVPD basis set

ORCA input file:
```
! RIJCOSX wB97M-V def2-TZVPD def2/J DEFGRID3
* xyz 0 1
C -3.05 -5.25 2.71
H -3.51 -5.90 1.97
C -2.74 -3.89 2.11
C -1.78 -3.99 0.92
C -1.49 -2.63 0.31
C -0.63 -2.74 -0.94
N -0.50 -1.46 -1.60
C -0.39 -1.35 -2.95
O -0.77 -2.20 -3.72
C 0.20 -0.02 -3.43
N 1.13 0.54 -2.47
C 2.16 -0.19 -1.99
O 2.46 -1.29 -2.41
C 2.91 0.49 -0.84
N 2.31 0.09 0.42
C 1.11 0.64 0.78
O 0.58 1.51 0.08
N 0.53 0.22 1.95
C 1.25 -0.58 2.93
C 2.19 0.26 3.80
H 2.93 -0.38 4.26
H 1.65 0.78 4.58
H 2.70 1.00 3.19
C 0.28 -1.41 3.78
C -0.86 -0.58 4.35
C -1.60 0.09 3.19
C -0.68 0.95 2.34
C -0.36 2.29 3.01
H -1.27 2.88 3.05
H 0.03 2.17 4.01
H 0.37 2.83 2.41
H -1.19 1.18 1.40
H -2.41 0.72 3.57
H -2.05 -0.69 2.57
H -0.48 0.18 5.04
H -1.54 -1.22 4.91
H 0.85 -1.87 4.59
H -0.13 -2.21 3.17
H 1.86 -1.30 2.37
H 2.46 -0.89 0.64
H 2.78 1.58 -0.92
C 4.39 0.11 -0.92
H 4.45 -0.98 -0.89
H 4.72 0.41 -1.92
C 5.35 0.71 0.12
C 5.27 -0.06 1.44
H 5.50 -1.11 1.29
H 5.99 0.35 2.15
H 4.28 0.02 1.87
C 5.05 2.19 0.37
H 5.05 2.74 -0.57
H 4.09 2.31 0.85
H 5.81 2.62 1.01
C 6.78 0.58 -0.43
H 7.50 0.92 0.30
H 7.00 -0.46 -0.67
H 6.90 1.17 -1.34
H 0.79 1.31 -1.89
H 0.76 -0.27 -4.35
C -0.91 0.99 -3.77
C -1.62 1.45 -2.55
C -1.36 2.58 -1.84
N -2.17 2.65 -0.72
C -2.14 3.64 0.23
O -2.79 3.64 1.24
O -1.30 4.63 -0.12
C -1.17 5.69 0.82
H -2.16 6.07 1.09
H -0.67 5.34 1.72
H -0.59 6.46 0.32
C -2.97 1.52 -0.70
C -3.93 1.11 0.21
C -4.60 -0.07 -0.05
C -4.32 -0.82 -1.19
C -3.36 -0.42 -2.10
C -2.67 0.75 -1.84
H -3.15 -1.01 -2.97
H -4.87 -1.74 -1.36
H -5.35 -0.42 0.65
H -4.15 1.70 1.09
H -0.66 3.36 -2.04
H -0.45 1.85 -4.28
H -1.60 0.50 -4.46
H -0.18 -0.70 -1.02
C 0.81 -3.15 -0.64
O 1.46 -2.70 0.27
O 1.30 -3.97 -1.55
H 2.26 -4.06 -1.49
H -1.05 -3.44 -1.68
H -0.95 -2.00 1.03
H -2.42 -2.13 0.04
H -0.85 -4.46 1.25
H -2.23 -4.64 0.17
H -2.29 -3.25 2.88
H -3.67 -3.41 1.79
H -2.14 -5.73 3.06
H -3.73 -5.16 3.55
*
```

Summary:
Kohn-Sham gap in eV: 8.87
Energy above the lowest of the compared OMol25 structures with the same formula, charge and spin in eV: 0.0000
HOMO in eV: -8.28
Lowest unoccupied orbital energy in eV: 0.59

Results of the natural (NBO) charge analysis, in e, for atoms 1 through 6: atom 1 (C): -0.600, atom 2 (H): 0.202, atom 3 (C): -0.387, atom 4 (C): -0.398, atom 5 (C): -0.411, atom 6 (C): -0.148

Molecular formula: C34H52Cl2NPTi
Method: DFT, ωB97M-V with the def2-TZVPD basis set

ORCA input file:
```
! RIJCOSX wB97M-V def2-TZVPD def2/J DEFGRID3
* xyz 0 1
P 0.87 -0.12 -1.17
C 2.56 -0.87 -0.93
C 3.43 -1.09 -2.18
C 4.69 -1.90 -1.80
C 5.49 -1.22 -0.68
C 4.60 -0.96 0.55
C 3.36 -0.14 0.16
C 1.02 1.69 -1.51
C 2.02 2.08 -2.61
C 1.89 3.58 -2.94
C 2.07 4.45 -1.69
C 1.09 4.03 -0.58
C 1.23 2.54 -0.25
C 0.32 -0.81 -2.81
C 0.20 -2.34 -2.73
C -0.18 -2.94 -4.09
C -1.48 -2.31 -4.63
C -1.37 -0.78 -4.69
C -0.99 -0.19 -3.33
H 2.29 -1.86 -0.52
H 3.74 -0.13 -2.61
H 2.88 -1.64 -2.95
H 5.32 -2.04 -2.68
H 4.37 -2.90 -1.46
H 6.35 -1.84 -0.40
H 5.88 -0.26 -1.04
H 4.27 -1.91 0.98
H 5.17 -0.43 1.32
H 2.73 0.05 1.04
H 3.68 0.84 -0.22
H 0.01 1.93 -1.86
H 0.90 3.76 -3.37
H 1.87 1.49 -3.51
H 3.05 1.88 -2.26
H 2.63 3.86 -3.71
H 1.94 5.51 -1.94
H 3.10 4.34 -1.32
H 1.25 4.63 0.32
H 0.06 4.23 -0.92
H 0.49 2.26 0.50
H 2.22 2.36 0.19
H 1.11 -0.56 -3.53
H 1.13 -2.78 -2.36
H -0.56 -2.60 -1.99
H 0.63 -2.76 -4.81
H -0.29 -4.02 -4.00
H -2.31 -2.58 -3.97
H -1.71 -2.72 -5.62
H -2.31 -0.35 -5.04
H -0.60 -0.50 -5.43
H -0.90 0.90 -3.41
H -1.80 -0.37 -2.60
Ti -0.67 -0.73 0.54
Cl -2.03 1.12 -0.19
Cl 0.46 -2.84 0.81
C 0.32 -0.10 1.96
H 1.18 -0.74 2.22
C 0.23 1.05 2.85
C -0.63 2.15 2.66
C -0.63 3.21 3.56
C 0.21 3.19 4.68
C 1.06 2.11 4.89
C 1.08 1.05 3.98
H -1.27 2.16 1.78
H -1.29 4.06 3.39
H 1.72 2.09 5.75
H 1.74 0.21 4.14
H 0.20 4.02 5.38
C -3.68 -1.04 5.46
N -3.89 -0.74 4.03
C -3.71 0.70 3.79
C -2.96 -1.55 3.20
C -3.48 -1.77 1.80
C -4.75 -2.39 1.67
C -5.27 -2.71 0.42
C -4.53 -2.45 -0.72
C -3.28 -1.86 -0.61
C -2.74 -1.47 0.63
H -2.64 -0.81 5.78
H -3.89 -2.12 5.66
H -4.40 -0.46 6.09
H -4.88 -0.99 3.83
H -2.69 1.02 4.09
H -3.86 0.93 2.71
H -4.45 1.28 4.37
H -1.93 -1.12 3.19
H -2.86 -2.58 3.63
H -5.34 -2.66 2.53
H -6.24 -3.20 0.34
H -4.91 -2.73 -1.69
H -2.72 -1.74 -1.50
*
```

Summary:
Kohn-Sham gap in eV: 6.32
HOMO in eV: -6.44
Lowest unoccupied orbital energy in eV: -0.12

Results of the Löwdin charge analysis, in e, for atoms 1 through 6: atom 1 (P): 1.015, atom 2 (C): -0.433, atom 3 (C): -0.196, atom 4 (C): -0.193, atom 5 (C): -0.206, atom 6 (C): -0.191

Molecular formula: C34H52Cl2NPY
Method: DFT, ωB97M-V with the def2-TZVPD basis set

ORCA input file:
```
! RIJCOSX wB97M-V def2-TZVPD def2/J DEFGRID3
* xyz -1 1
P -0.03 -0.75 -1.91
C 1.53 -0.12 -2.79
C 1.78 -0.49 -4.25
C 3.18 -0.05 -4.69
C 3.48 1.42 -4.40
C 3.09 1.86 -2.99
C 1.68 1.40 -2.59
C -1.44 0.15 -2.79
C -1.33 0.31 -4.30
C -2.65 0.85 -4.88
C -3.09 2.15 -4.20
C -3.02 2.11 -2.66
C -1.71 1.52 -2.14
C -0.19 -2.43 -2.72
C 1.00 -3.31 -2.32
C 0.91 -4.72 -2.92
C -0.43 -5.41 -2.64
C -1.64 -4.51 -2.95
C -1.53 -3.10 -2.36
H 2.30 -0.62 -2.17
H 1.04 0.00 -4.90
H 1.67 -1.57 -4.42
H 3.29 -0.24 -5.77
H 3.92 -0.68 -4.18
H 4.55 1.61 -4.56
H 2.94 2.05 -5.13
H 3.81 1.45 -2.26
H 3.14 2.96 -2.91
H 1.48 1.67 -1.54
H 0.95 1.92 -3.22
H -2.31 -0.49 -2.58
H -3.43 0.09 -4.75
H -1.09 -0.65 -4.80
H -0.53 1.01 -4.54
H -2.53 1.02 -5.95
H -4.12 2.39 -4.51
H -2.46 2.98 -4.56
H -3.15 3.12 -2.26
H -3.85 1.50 -2.28
H -1.76 1.41 -1.04
H -0.88 2.21 -2.36
H -0.17 -2.25 -3.81
H 1.96 -2.85 -2.63
H 1.03 -3.38 -1.22
H 1.07 -4.67 -4.00
H 1.73 -5.33 -2.51
H -0.47 -5.71 -1.58
H -0.50 -6.33 -3.23
H -2.55 -4.98 -2.57
H -1.75 -4.44 -4.04
H -2.37 -2.50 -2.73
H -1.62 -3.14 -1.27
Y -0.10 -0.09 2.14
Cl -2.17 -0.72 0.89
Cl 2.10 -0.03 0.97
C -0.54 1.78 3.49
H -1.19 1.69 4.39
C -0.55 3.08 2.92
C -1.26 4.19 3.51
C -1.42 5.39 2.84
C -0.85 5.57 1.56
C -0.09 4.54 0.99
C 0.11 3.34 1.66
H -1.73 4.05 4.50
H -1.99 6.21 3.29
H 0.35 4.69 0.00
H 0.76 2.57 1.21
H -1.00 6.51 1.02
C 0.05 0.62 7.03
N 1.11 0.78 5.99
C 2.14 1.75 6.44
C 1.76 -0.55 5.60
C 0.71 -1.58 5.28
C 0.37 -2.53 6.26
C -0.73 -3.36 6.09
C -1.50 -3.28 4.92
C -1.12 -2.35 3.93
C 0.00 -1.55 4.09
H 0.46 0.03 7.86
H -0.83 0.12 6.61
H -0.23 1.62 7.39
H 0.64 1.15 5.12
H 2.62 1.35 7.35
H 2.90 1.88 5.66
H 1.66 2.71 6.67
H 2.43 -0.34 4.76
H 2.36 -0.85 6.48
H 0.97 -2.59 7.17
H -1.00 -4.07 6.87
H -2.38 -3.91 4.79
H -1.75 -2.26 3.03
*
```

Summary:
Kohn-Sham gap in eV: 4.41
HOMO in eV: -2.13
Lowest unoccupied orbital energy in eV: 2.29

Results of the Löwdin charge analysis, in e, for atoms 1 through 6: atom 1 (P): 1.063, atom 2 (C): -0.452, atom 3 (C): -0.218, atom 4 (C): -0.203, atom 5 (C): -0.210, atom 6 (C): -0.198